No. 1
{"formula": "H80O40", "method": "ωB97M-V/def2-TZVPD", "elements": ["H", "H", "O", "H", "H", "O", "H", "H", "O", "H", "H", "O", "H", "H", "O", "H", "O", "H", "O", "H", "H", "O", "H", "H", "O", "H", "H", "O", "H", "H", "O", "H", "O", "H", "H", "O", "H", "H", "O", "H", "H", "O", "H", "H", "O", "H", "H", "O", "H", "H", "O", "H", "O", "H", "H", "O", "H", "O", "H", "H", "O", "H", "H", "O", "H", "H", "O", "H", "H", "O", "H", "H", "O", "H", "H", "O", "H", "H", "O", "H", "H", "O", "H", "H", "O", "H", "H", "O", "H", "O", "H", "H", "O", "H", "H", "H", "H", "H", "H", "O", "H", "H", "O", "H", "H", "O", "H", "H", "O", "H", "H", "O", "H", "H", "O", "H", "H", "O", "H", "H"], "xyz": [[-3.620, 0.270, -3.031], [-3.843, 0.182, -1.631], [-4.234, 0.637, -2.410], [4.351, -2.005, -4.043], [3.377, -0.862, -4.197], [4.300, -1.218, -4.351], [-3.750, 4.382, 0.434], [-2.632, 5.141, 1.339], [-3.518, 4.986, 1.230], [-1.526, -0.184, -2.841], [-1.656, -1.292, -3.843], [-2.140, -0.596, -3.537], [-1.829, 0.809, 0.435], [-1.231, -0.597, -0.149], [-1.679, 0.119, -0.411], [0.648, -3.383, 4.500], [-0.235, -2.819, 4.318], [3.968, 2.948, -1.313], [3.267, 3.711, -1.530], [-0.105, -0.393, 3.573], [-1.167, -0.684, 2.571], [-0.227, -0.707, 2.634], [0.654, 0.971, 2.384], [0.918, 1.790, 3.663], [0.267, 1.654, 3.073], [0.634, -2.595, 0.289], [0.534, -1.655, -0.992], [0.040, -2.156, -0.354], [1.504, 2.696, 1.962], [0.794, 3.287, 0.691], [1.648, 3.054, 1.048], [-2.359, -3.275, -3.011], [-3.236, -3.092, -3.462], [-4.143, 2.339, -1.531], [-5.334, 3.019, -0.785], [-4.544, 3.172, -1.135], [1.256, 6.149, 2.412], [2.156, 5.050, 2.201], [1.546, 5.437, 2.675], [2.815, -2.525, 2.188], [3.884, -2.837, 3.187], [3.428, -3.322, 2.407], [-5.856, -1.160, 0.176], [-5.683, 0.238, -0.252], [-5.603, -0.443, 0.367], [4.068, 0.681, -3.556], [3.731, 1.750, -4.691], [3.723, 1.645, -3.764], [1.133, -0.177, -5.093], [2.247, 0.777, -4.298], [1.957, -0.286, -4.264], [1.744, -1.668, 5.613], [1.912, -0.972, 4.877], [-1.337, 1.338, -5.892], [-2.132, 0.127, -5.857], [-1.250, 0.509, -5.595], [0.634, -3.822, -2.720], [-0.191, -3.507, -2.577], [-1.768, -3.638, 3.667], [-1.581, -4.851, 2.688], [-2.183, -4.164, 2.988], [-4.164, -1.375, 4.003], [-3.802, -0.028, 3.184], [-3.457, -0.616, 3.786], [1.408, 0.512, -1.413], [1.289, -0.332, -2.712], [1.306, -0.370, -1.753], [-0.177, -1.390, -5.302], [0.811, -2.251, -4.443], [0.351, -2.188, -5.215], [-0.942, 1.787, 5.794], [-1.360, 0.149, 5.929], [-0.733, 0.847, 6.188], [-3.771, 3.349, 2.821], [-3.792, 1.912, 2.126], [-3.330, 2.515, 2.839], [5.953, 2.290, 0.207], [5.217, 3.334, 0.916], [5.528, 2.413, 0.971], [-1.849, -4.846, -0.009], [-3.264, -4.489, 0.030], [-2.672, -5.229, -0.430], [-1.218, 1.692, -1.952], [-0.033, 2.020, -1.130], [-0.286, 1.813, -1.967], [3.429, -1.301, -1.626], [3.817, -2.206, -0.329], [3.207, -2.179, -1.146], [-3.465, -2.048, 1.413], [-4.315, -2.127, 1.804], [1.427, 5.333, -1.082], [1.380, 6.830, -0.896], [2.132, 6.132, -0.953], [1.308, -0.294, 5.372], [-0.180, -2.230, 3.707], [-0.307, -3.273, -1.677], [2.521, 3.179, -1.628], [-3.602, -4.001, -3.731], [-4.798, -1.292, 1.560], [0.693, -4.680, 1.268], [0.532, -3.892, 1.769], [1.310, -5.330, 1.515], [-1.269, 3.748, 0.080], [-2.058, 3.286, -0.159], [-1.099, 3.461, 0.950], [4.438, -0.443, 0.277], [4.885, -1.225, 0.493], [4.709, 0.314, 0.656], [-3.113, -2.316, -0.625], [-2.128, -2.562, -0.839], [-3.164, -1.506, -1.037], [2.730, 1.367, 5.957], [2.463, 2.292, 5.831], [2.137, 0.815, 5.583], [5.537, -2.803, 0.480], [5.963, -3.604, 0.148], [5.104, -3.223, 1.233], [0.477, 1.808, -4.445], [0.218, 2.756, -4.318], [-0.476, 1.709, -4.548]], "forces_ev_per_angstrom": [[0.56, -0.51, -1.58], [-0.63, 0.45, -0.20], [0.01, 0.16, 2.10], [0.51, -8.33, 3.41], [0.70, -1.20, -0.76], [-0.68, 8.94, -2.84], [1.11, 1.68, 1.77], [3.40, 0.23, -0.30], [-4.99, -1.69, -1.51], [-1.06, -0.81, -1.44], [1.75, -3.42, -1.39], [-0.54, 3.90, 3.72], [0.90, -3.30, -3.30], [3.15, -4.58, 2.19], [-4.27, 7.92, 1.46], [-3.16, 2.43, -1.20], [1.84, -8.58, 8.00], [-2.21, 2.68, -0.80], [4.52, -1.54, 1.10], [0.00, -0.20, -1.37], [-1.59, -0.08, -0.30], [1.10, -0.56, 1.37], [-1.29, 1.73, 2.06], [3.67, 0.85, 3.43], [-2.10, -1.76, -5.02], [-0.22, 0.51, -1.05], [1.53, 1.07, -0.62], [-1.43, -1.29, 2.09], [-0.33, 0.72, -1.42], [-0.31, 0.21, 0.15], [0.80, -0.77, 0.82], [-1.49, -0.20, -0.86], [0.39, -2.14, -0.25], [-1.31, 1.03, 0.31], [-5.19, -1.34, 2.04], [6.52, 0.34, -2.32], [-4.11, 11.22, -4.62], [4.71, -2.68, -4.39], [-0.69, -8.49, 8.98], [1.21, -2.03, -0.06], [-0.75, -1.52, -1.55], [-0.41, 3.71, 1.75], [-5.88, -15.86, -5.15], [-0.59, 0.91, -1.72], [5.93, 15.43, 6.13], [-0.44, 2.71, -0.98], [0.61, 0.12, -1.80], [0.54, -2.53, 2.62], [3.98, -0.85, 3.69], [-0.93, -3.61, 0.87], [-3.46, 4.62, -4.42], [0.78, 1.13, -1.99], [-2.37, -0.10, 3.56], [-0.10, 4.97, -2.38], [1.28, 0.15, 0.70], [-1.68, -5.41, 0.06], [3.97, -1.62, -0.35], [-4.42, 1.14, -1.61], [0.65, -0.09, 0.32], [0.17, 0.14, 0.28], [-1.00, -0.33, -0.92], [2.41, 2.71, -1.44], [-1.67, 1.72, -1.86], [-0.09, -4.09, 3.81], [-0.11, 0.30, -0.10], [0.17, 0.44, -0.73], [-0.02, -0.76, 0.81], [0.10, -0.07, 0.41], [1.56, 0.26, 3.41], [-2.24, -0.44, -4.23], [-0.03, -3.32, 0.87], [-0.20, 1.04, -0.27], [0.33, 2.08, -0.85], [-0.63, 1.07, -0.46], [1.11, 2.19, 2.14], [-0.42, -3.32, -1.94], [2.82, -0.90, -4.65], [-0.03, -0.51, 0.22], [-2.80, 1.33, 4.32], [-0.56, -1.23, -0.86], [0.94, -2.40, -1.69], [-0.30, 3.56, 2.63], [-1.02, -0.17, 0.36], [0.73, 0.98, 3.88], [0.05, -0.04, -4.10], [-0.60, -2.20, 1.73], [-1.59, -0.03, -2.65], [1.54, 0.94, 0.29], [1.06, -0.09, -0.74], [-2.34, 0.56, 0.80], [3.07, 2.27, 0.42], [2.20, -1.05, -0.07], [-5.36, -0.92, -0.23], [0.78, -1.72, -1.61], [1.53, 5.83, -6.53], [0.49, 0.23, 1.65], [-2.21, -1.32, -0.43], [1.10, 2.01, 0.81], [1.15, -1.33, 0.40], [-2.15, 0.58, -2.32], [0.56, -0.13, 1.27], [1.37, -0.41, 1.27], [0.89, 0.66, -1.36], [-0.92, -0.30, -0.43], [0.16, -0.46, 2.09], [-3.21, -1.42, -2.71], [1.86, -0.88, 0.79], [1.90, 3.76, 2.46], [3.36, -3.45, 0.84], [-2.69, 0.44, 0.73], [-0.43, 2.78, -1.49], [3.20, 3.67, 1.99], [-0.01, -0.63, 0.10], [-2.42, -2.00, -1.83], [0.50, -1.43, 0.53], [0.27, 0.50, -0.75], [-0.65, 0.42, 0.50], [-1.33, 3.21, -0.39], [2.21, 0.02, 0.41], [-0.03, -2.19, 0.29]], "mulliken_charge": [0.460, 0.198, -0.787, 0.277, 0.361, -0.672, 0.379, 0.288, -0.620, 0.161, 0.195, -0.452, 0.053, -0.290, 0.920, 0.337, -0.620, 0.316, -0.547, 0.209, 0.172, -0.596, 0.481, 0.198, -0.903, -0.216, 0.413, 0.504, 0.190, 0.174, -0.109, 0.318, -0.592, 0.296, 0.274, -0.622, 0.215, 0.285, -0.497, 0.290, 0.369, -0.711, 0.122, 0.257, -0.516, 0.348, 0.275, -0.696, 0.466, 0.362, -0.992, 0.345, -0.563, 0.281, 0.230, -0.568, 0.273, -0.658, 0.317, 0.281, -0.567, 0.351, 0.152, -0.535, -0.235, 0.231, 0.087, 0.243, 0.315, -0.658, 0.339, 0.310, -0.612, 0.295, 0.264, -0.556, 0.267, 0.310, -0.608, 0.251, 0.371, -0.672, 0.115, 0.058, -0.284, 0.288, 0.392, -0.525, 0.274, -0.734, 0.266, 0.308, -0.583, 0.349, 0.469, 0.186, 0.171, 0.253, 0.518, -0.503, 0.215, 0.221, -0.569, 0.129, 0.381, -0.542, 0.395, 0.206, -0.423, 0.122, 0.063, -0.619, 0.293, 0.189, -0.695, 0.302, 0.296, -0.419, 0.310, 0.121], "lumo_ev": -0.65, "homo_energy_ha": -0.372, "e_above_lowest_ev": 19.013}

No. 2
{"formula": "C33H35BrCl4N3O2Ru", "method": "ωB97M-V/def2-TZVPD", "elements": ["Ru", "C", "C", "C", "C", "C", "C", "C", "C", "C", "C", "C", "C", "N", "C", "C", "C", "C", "C", "N", "C", "C", "C", "C", "H", "H", "H", "H", "H", "H", "H", "H", "H", "H", "H", "H", "H", "H", "H", "H", "H", "H", "H", "H", "H", "H", "H", "H", "H", "H", "H", "H", "H", "Cl", "C", "C", "Cl", "C", "Cl", "C", "O", "C", "O", "C", "Cl", "C", "C", "C", "C", "C", "Br", "N", "C", "H", "H", "H", "H", "H", "H"], "xyz": [[-0.068, 0.043, -0.220], [-3.798, 1.850, 0.656], [-2.839, 0.903, 1.373], [-2.606, 1.342, 2.819], [-3.260, -0.551, 1.290], [-4.600, -0.875, 1.461], [-5.027, -2.189, 1.396], [-4.115, -3.185, 1.106], [-2.758, -2.920, 0.908], [-1.915, -4.129, 0.482], [-0.917, -3.897, -0.651], [-1.271, -4.913, 1.632], [-2.339, -1.586, 1.067], [-0.939, -1.275, 1.012], [-0.111, -1.980, 1.737], [1.238, -1.894, 1.424], [2.390, -2.445, 1.992], [3.446, -1.978, 1.232], [2.908, -1.143, 0.228], [1.570, -1.107, 0.325], [3.690, -0.350, -0.786], [5.185, -0.661, -0.688], [3.492, 1.135, -0.464], [3.219, -0.705, -2.198], [-3.343, 2.837, 0.549], [-4.724, 1.983, 1.216], [-4.058, 1.486, -0.338], [-1.876, 0.976, 0.863], [-3.525, 1.231, 3.400], [-2.325, 2.399, 2.868], [-1.836, 0.741, 3.305], [-5.315, -0.088, 1.653], [-6.070, -2.433, 1.543], [-4.458, -4.206, 1.003], [-2.668, -4.800, 0.060], [-0.033, -3.335, -0.347], [-1.378, -3.384, -1.492], [-0.571, -4.866, -1.016], [-0.281, -4.534, 1.880], [-1.140, -5.955, 1.340], [-1.886, -4.894, 2.532], [-0.496, -2.631, 2.515], [2.428, -3.103, 2.844], [4.488, -2.204, 1.367], [5.593, -0.388, 0.285], [5.726, -0.096, -1.449], [5.382, -1.719, -0.859], [3.889, 1.363, 0.527], [2.433, 1.406, -0.463], [4.019, 1.761, -1.189], [3.515, -1.726, -2.442], [3.678, -0.039, -2.933], [2.137, -0.646, -2.298], [-0.229, 6.600, 2.702], [0.005, 4.962, 2.333], [0.497, 4.075, 3.442], [0.782, 4.810, 4.944], [0.704, 2.759, 3.274], [1.249, 1.701, 4.486], [0.453, 2.173, 1.956], [0.650, 1.007, 1.685], [-0.068, 3.071, 0.836], [-0.291, 2.514, -0.215], [-0.254, 4.498, 1.098], [-0.826, 5.443, -0.196], [2.214, 2.948, -4.963], [1.157, 2.081, -4.342], [0.100, 1.557, -5.080], [-0.844, 0.750, -4.470], [-0.661, 0.501, -3.126], [-1.885, -0.564, -2.139], [0.331, 0.957, -2.387], [1.221, 1.753, -2.998], [1.803, 3.563, -5.762], [3.012, 2.339, -5.389], [2.661, 3.611, -4.224], [0.009, 1.785, -6.134], [-1.685, 0.341, -5.007], [2.016, 2.137, -2.379]], "forces_ev_per_angstrom": [[0.44, -0.28, 0.07], [-0.04, 0.02, 0.01], [0.12, -0.06, -0.02], [-0.12, -0.04, 0.08], [-0.23, 0.00, 0.02], [0.08, 0.02, -0.03], [0.03, -0.01, 0.01], [0.03, 0.03, -0.04], [-0.10, -0.06, 0.03], [-0.14, 0.00, -0.11], [0.11, 0.02, -0.02], [0.06, -0.02, 0.07], [0.39, 0.07, 0.09], [-0.44, -0.08, 0.39], [-0.17, 0.01, 0.01], [0.15, 0.02, 0.06], [-0.10, 0.03, -0.06], [-0.07, 0.13, -0.07], [0.12, -0.07, -0.06], [-0.11, -0.29, 0.07], [0.01, -0.05, 0.02], [-0.02, 0.00, -0.03], [-0.02, 0.14, -0.08], [-0.02, -0.03, -0.06], [0.00, 0.01, 0.01], [-0.01, 0.00, 0.01], [0.03, -0.01, -0.01], [0.01, 0.05, -0.04], [0.01, 0.00, -0.01], [0.04, 0.01, -0.01], [0.04, -0.01, 0.00], [-0.05, 0.02, 0.00], [-0.03, -0.01, 0.00], [-0.02, -0.02, 0.00], [0.02, 0.02, 0.04], [-0.04, -0.02, -0.02], [-0.06, 0.04, -0.05], [0.02, -0.02, 0.01], [0.01, -0.04, 0.00], [0.00, -0.03, -0.03], [-0.04, -0.01, 0.02], [0.05, 0.06, -0.01], [0.00, -0.04, 0.05], [0.05, -0.01, 0.00], [0.00, 0.01, 0.04], [0.01, 0.03, -0.01], [-0.01, -0.04, 0.00], [0.01, -0.02, 0.02], [0.00, -0.02, -0.01], [0.01, 0.01, 0.00], [0.01, -0.01, 0.01], [0.01, 0.01, -0.03], [0.06, -0.02, 0.05], [-0.03, 0.08, -0.07], [0.17, -0.11, 0.52], [-0.17, 0.51, -0.22], [0.03, -0.07, 0.08], [-0.01, -0.38, -0.45], [0.03, 0.01, 0.10], [-0.05, 0.55, 0.27], [-0.13, -0.29, -0.54], [0.13, -0.03, 0.24], [-0.47, 0.57, -0.22], [0.05, -0.51, -0.20], [-0.01, 0.08, 0.01], [0.01, 0.05, -0.02], [0.04, 0.02, 0.02], [-0.01, -0.01, -0.05], [0.09, 0.06, 0.09], [-0.01, 0.07, -0.12], [0.15, -0.13, 0.19], [0.25, 0.18, -0.09], [-0.19, -0.05, 0.05], [-0.02, -0.02, 0.00], [-0.01, -0.02, 0.00], [0.01, -0.01, 0.01], [0.00, 0.02, -0.02], [-0.03, -0.04, -0.01], [0.08, 0.01, 0.06]], "mulliken_charge": [0.058, -1.696, 4.001, -1.526, 0.574, -0.619, -1.502, -0.919, 0.482, 0.202, -1.313, -1.475, -0.911, 1.836, -1.321, 0.374, -1.579, -0.770, -0.841, 0.973, 2.903, -2.317, -1.152, -1.564, 0.350, 0.451, 0.412, -2.175, 0.416, 0.409, 0.291, 0.362, 0.379, 0.500, 0.680, 0.042, 0.222, 0.521, 0.324, 0.441, 0.317, 1.050, 0.591, 0.629, 0.440, 0.431, 0.459, 0.438, -0.433, 0.473, 0.446, 0.377, 0.054, -0.124, 0.763, 0.726, -0.128, -0.132, -0.126, -0.696, 0.548, -0.077, -0.642, -0.115, -0.144, -1.539, 0.479, -0.437, -0.890, 0.152, 0.025, 0.775, -0.754, 0.440, 0.303, 0.391, 0.457, 0.526, 0.421], "lumo_ev": [-5.30, -5.30], "homo_energy_ha": [-0.360, -0.360], "charge": 1}

No. 3
{"formula": "CH2ClFO", "method": "ωB97M-V/def2-TZVPD", "elements": ["C", "O", "F", "Cl", "H", "H"], "xyz": [[-0.624, 0.273, -0.176], [1.151, -0.845, 0.559], [-0.567, 1.277, 0.645], [-1.841, -0.895, 0.015], [0.061, 0.554, -1.019], [1.821, -0.363, -0.025]], "forces_ev_per_angstrom": [[4.71, -1.33, 0.88], [-1.37, 2.43, -2.23], [-1.10, 0.00, 0.57], [0.68, 1.01, -0.42], [-1.74, -1.13, 0.00], [-1.18, -0.99, 1.20]], "mulliken_charge": [0.265, -0.692, -0.100, -0.016, 0.277, 0.266], "lumo_ev": [-0.69, -0.66], "homo_energy_ha": [-0.358, -0.360], "e_above_lowest_ev": 3.427}

No. 4
{"formula": "C7H8N2O2", "method": "ωB97M-V/def2-TZVPD", "elements": ["C", "C", "C", "C", "C", "C", "C", "N", "N", "O", "O", "H", "H", "H", "H", "H", "H", "H", "H"], "xyz": [[-0.499, -0.708, 2.905], [-1.384, 0.145, 2.255], [0.732, -0.999, 2.330], [-1.041, 0.713, 1.050], [1.093, -0.424, 1.132], [0.221, 0.465, 0.473], [0.622, 1.140, -0.694], [-0.065, 0.301, -3.391], [0.397, -0.366, -2.500], [0.712, -1.508, -2.253], [-0.354, -0.382, -4.609], [-0.772, -1.146, 3.853], [-2.344, 0.365, 2.700], [1.412, -1.672, 2.832], [-1.722, 1.383, 0.546], [2.048, -0.648, 0.682], [-0.029, 1.859, -1.160], [1.664, 1.173, -0.961], [-0.691, 0.309, -5.192]], "forces_ev_per_angstrom": [[0.05, -0.01, -0.08], [-0.13, -0.04, 0.08], [-0.03, -0.12, 0.18], [0.18, 0.03, -0.17], [-0.12, 0.18, -0.26], [-0.13, -0.29, 0.59], [0.04, -0.58, -1.34], [-0.85, 1.55, -1.51], [0.48, 0.42, 2.36], [-0.08, -0.61, -0.63], [0.37, -0.90, 0.45], [-0.01, -0.04, 0.06], [-0.06, 0.01, 0.02], [0.04, -0.05, 0.01], [-0.06, 0.05, -0.03], [0.13, 0.01, -0.03], [-0.08, 0.17, -0.05], [0.15, 0.05, -0.03], [0.10, 0.17, 0.37]], "mulliken_charge": [-0.348, -0.496, -0.537, -0.413, -0.331, 1.185, -1.277, -0.355, 0.663, -0.559, -0.405, 0.373, 0.365, 0.363, 0.326, 0.350, 0.354, 0.364, 0.378], "lumo_ev": [-1.13, -0.80], "homo_energy_ha": [-0.284, -0.331], "e_above_lowest_ev": 6.369}